16
Properties=species:S:1:pos:R:3 method="wB97M-V/def2-TZVPD" relative_energy_ev=4.0403 lumo_energy_ev=0.96 gap_ha=0.3304 total_charge=0 smiles="CN(O)C1=CCC1"
C -0.51743 -2.02759 0.33108
C -0.84790 0.48756 -0.87277
C -0.63921 1.93927 -0.54952
C 0.74604 1.50349 0.04179
C 0.24444 0.10019 -0.20643
N 0.67003 -1.18447 0.12769
O 1.50534 -1.14337 1.27454
H -1.19674 -1.85860 -0.51067
H -1.07439 -1.74680 1.23703
H -0.26543 -3.08687 0.33454
H -1.58567 -0.05487 -1.44982
H -0.63749 2.64227 -1.38571
H -1.31810 2.29699 0.23417
H 0.98896 1.79935 1.06716
H 1.56784 1.79786 -0.62100
H 2.35970 -1.46441 0.94793

---

32
Properties=species:S:1:pos:R:3 method="wB97M-V/def2-TZVPD" relative_energy_ev=4.1780 lumo_energy_ev=-0.11 gap_ha=0.3214 total_charge=0 smiles="CCC[C@H](OC(C)=S)O[C@@H](C)C[N+](=O)[O-]"
O 1.76074 -0.71307 -2.02233
O 3.55245 -0.36931 -0.74985
S -3.19695 1.66213 -0.15287
O -0.85747 0.50943 -0.67260
O 0.82594 0.48102 0.94661
C -2.14249 0.68588 -1.03305
N 2.47846 -0.01384 -1.25775
C -2.48731 0.34439 -2.43592
C -1.03005 -3.32309 1.27872
C -0.59258 0.45331 0.73801
C -0.70334 -2.04426 0.51156
C -1.14334 -0.83878 1.35846
C 2.61406 2.09529 1.25899
C 2.00124 1.35552 -1.00510
C 1.44064 1.62807 0.41394
H -3.40690 -0.26697 -2.48221
H -1.65675 -0.22541 -2.86803
H -2.59357 1.28516 -2.99463
H -0.86423 -4.18370 0.64557
H -0.41906 -3.38178 2.20868
H -2.07255 -3.29237 1.59988
H -1.05661 1.28476 1.27035
H -1.21523 -2.10200 -0.48127
H 0.39770 -2.00683 0.38099
H -2.22063 -0.77486 1.41116
H -0.79779 -0.91209 2.38036
H 2.32856 2.22295 2.25589
H 2.89245 3.05431 0.84535
H 3.43723 1.38015 1.23023
H 1.19845 1.50174 -1.71697
H 2.83772 2.06235 -1.19997
H 0.69121 2.44191 0.33780

---

39
Properties=species:S:1:pos:R:3 method="wB97M-V/def2-TZVPD" relative_energy_ev=0.5475 lumo_energy_ev=-3.93 gap_ha=0.3360 total_charge=+1
Al 0.14508 -0.73071 0.16107
O 2.41049 -2.93024 -4.96098
C 1.87543 -2.42203 -3.86952
C 0.48546 -2.31675 -3.66370
C 0.03797 -1.68607 -2.52286
N 0.88767 -1.11327 -1.67325
C 2.16653 -1.49916 -1.68729
C 2.72007 -2.11841 -2.78214
C 2.67398 -1.58453 -0.25909
O 3.82655 -1.67445 0.05018
O 1.64716 -1.62327 0.56205
C -1.29730 -1.92644 -1.82902
O -2.27266 -2.33194 -2.39782
O -1.19799 -1.69605 -0.53822
H 1.75368 -3.17277 -5.63105
H -0.21316 -2.77586 -4.34744
H 3.75013 -2.43436 -2.79027
N -2.82131 0.54781 -1.36279
C -2.56122 0.91575 -0.11826
N -3.55411 1.54914 0.49098
C -3.30845 2.14193 1.64860
N -4.26406 2.79247 2.29089
N -2.07231 2.14809 2.20410
C -1.17290 1.43223 1.59957
N -1.32413 0.72981 0.45390
C 0.16038 1.40979 2.19196
C 0.47735 2.20254 3.28659
C 1.77562 2.17541 3.77058
C 2.69142 1.34807 3.13930
C 2.27908 0.57371 2.06548
N 1.03273 0.60141 1.59131
H -3.78591 0.61397 -1.65024
H -2.19189 -0.00629 -1.91160
H -5.19728 2.83443 1.91989
H -4.03165 3.24847 3.15761
H -0.29755 2.80550 3.72916
H 2.06583 2.77860 4.61617
H 3.71629 1.28311 3.47298
H 2.98497 -0.08962 1.59315

---

15
Properties=species:S:1:pos:R:3 method="wB97M-V/def2-TZVPD" relative_energy_ev=2.7969 lumo_energy_ev="-0.13 / -0.13" gap_ha="0.2896 / 0.2896" total_charge=0
C -0.49483 0.97222 0.11288
C -1.79342 0.62510 0.34729
C 0.29748 0.04715 -0.57360
C -2.13816 -0.78710 0.13704
C -1.13902 -1.71605 0.17044
C 2.65072 0.58140 -0.16723
O 1.49551 -0.18707 -0.81024
F -0.08394 2.26428 0.11826
F -2.76987 1.47931 0.74310
F -3.33052 -1.09055 -0.61184
F -0.21830 -1.70292 1.18588
H -1.06646 -2.57597 -0.38752
H 3.42479 -0.18655 0.15541
H 2.11191 1.14704 0.54336
H 3.05411 1.12972 -0.96322

---

83
Properties=species:S:1:pos:R:3 method="wB97M-V/def2-TZVPD" lumo_energy_ev=-3.21 gap_ha=0.3193 total_charge=+1
C -3.74238 1.52891 1.20473
C -2.98505 0.42236 1.94946
C -2.81675 -0.84530 1.09743
C -1.57690 -0.85600 0.22834
O -0.40880 -0.61529 1.06708
N 0.66800 -0.31729 0.29704
C 1.24998 0.83643 0.34130
N 2.43115 1.05971 -0.40662
C 3.20191 1.75083 0.66726
N 4.46596 2.28007 0.22702
C 4.46986 3.42671 -0.21754
S 4.61752 4.89587 -0.68227
C 2.15911 2.64771 1.37726
N 0.91311 1.88506 1.12333
C -0.38964 2.54988 1.00609
C -0.26991 3.83104 0.18885
O 0.03666 4.87942 0.67599
O -0.52281 3.72823 -1.13005
H -3.43480 2.50362 1.58944
H -4.81671 1.45256 1.33511
H -3.47954 1.53067 0.14300
H -3.55975 0.14760 2.83237
H -2.03048 0.75763 2.33467
H -2.75361 -1.70680 1.76396
H -3.68861 -0.97564 0.45947
H -1.65029 -0.11284 -0.56964
H -1.50850 -1.83874 -0.23497
H 1.05003 -1.03990 -0.30803
H 2.15347 1.81755 -1.04040
H 3.41156 0.96612 1.39606
H 2.10957 3.71191 1.15198
H 2.33266 2.59596 2.45238
H -0.79913 2.77602 1.98644
H -1.09885 1.87642 0.53178
H -0.76480 2.82463 -1.37249
O -2.43388 -3.98259 -0.53107
C -1.58500 -4.75559 -0.18072
O -1.85368 -5.80729 0.61068
C -0.64167 -6.50617 0.95660
C 0.35469 -6.13239 -0.13491
C -0.09934 -4.71909 -0.49811
H -0.32428 -6.16901 1.94490
H -0.85568 -7.57005 1.00046
H 1.38988 -6.20349 0.19001
H 0.22607 -6.78928 -0.99529
H 0.36761 -3.96285 0.13837
H 0.06036 -4.46968 -1.54404
O -1.55942 1.44387 4.56763
C -1.88304 2.57075 4.81420
O -2.27553 3.42930 3.83993
C -2.50625 4.74551 4.39143
C -2.76366 4.50787 5.87430
C -1.89978 3.27694 6.15323
H -1.61595 5.35067 4.21224
H -3.34731 5.19599 3.87178
H -2.52396 5.37156 6.48932
H -3.81387 4.26191 6.03278
H -0.87361 3.54195 6.41323
H -2.31090 2.62536 6.91862
O 6.58057 -1.83300 -3.58299
C 6.56211 -0.65238 -3.40955
O 6.13010 0.21805 -4.35651
C 6.30579 1.57263 -3.91225
C 6.36294 1.48475 -2.39100
C 7.00691 0.11759 -2.17788
H 7.23053 1.96315 -4.34155
H 5.47321 2.16849 -4.27888
H 6.90597 2.31086 -1.93452
H 5.35451 1.47428 -1.98335
H 8.09653 0.16602 -2.17544
H 6.66387 -0.38215 -1.27637
O -2.68735 -1.21081 -2.71980
C -2.88291 -2.06965 -3.53473
O -2.12050 -2.19901 -4.63825
C -2.64289 -3.24442 -5.48486
C -3.46379 -4.13093 -4.55567
C -3.97122 -3.12073 -3.52736
H -3.25019 -2.78081 -6.26387
H -1.80819 -3.76074 -5.95105
H -4.24866 -4.67862 -5.07157
H -2.81248 -4.85629 -4.06605
H -4.90485 -2.64822 -3.83766
H -4.08506 -3.53739 -2.53022

---

12
Properties=species:S:1:pos:R:3 method="wB97M-V/def2-TZVPD" relative_energy_ev=4.5476 lumo_energy_ev="-5.95 / -5.95" gap_ha="0.3527 / 0.3527" total_charge=+1
C -0.47599 0.94059 -0.04774
C 0.53059 -1.35791 0.04950
N 0.40613 -0.01327 -0.15498
N -1.79944 0.81927 0.04518
O 1.86457 1.02793 0.08654
H -0.27135 1.99813 -0.21196
H 1.40348 -1.87057 -0.60485
H 0.66760 -1.73421 1.07319
H -0.24732 -1.99643 -0.34962
H -2.30230 1.75738 0.16409
H -2.26684 -0.07915 0.26983
H 2.49087 0.50822 -0.31918